Computed, not measured: 9 unconnected molecules or ions with the total composition C38H75N5O12 at a distorted geometry, with the ωB97M-V functional and the def2-TZVPD basis.

XYZ file:
```
130
Properties=species:S:1:pos:R:3:lowdin_charge:R:1
C -1.629 2.872 -1.411 -0.051
O -2.965 3.352 -1.191 -0.006
C -4.006 2.560 -1.469 -0.616
O -3.860 1.372 -1.724 0.083
O -5.123 3.248 -1.412 0.005
C -6.300 2.580 -2.015 0.014
H -1.421 2.514 -2.427 0.104
H -1.343 2.145 -0.682 0.052
H -0.990 3.723 -1.176 0.079
H -7.171 3.019 -1.494 0.101
H -6.202 1.541 -1.826 0.065
H -6.256 2.806 -3.115 0.114
C 2.179 0.256 5.444 -0.074
O 1.227 -0.764 5.385 0.000
C 1.711 -1.998 5.185 -0.624
O 2.814 -2.337 4.948 0.158
O 0.583 -2.697 5.149 -0.032
C 0.727 -4.050 4.829 -0.072
H 1.760 1.251 5.713 0.101
H 2.708 0.429 4.506 0.089
H 2.947 0.018 6.153 0.087
H 0.793 -4.651 5.770 0.106
H 1.569 -4.200 4.196 0.029
H -0.240 -4.333 4.414 0.086
C 4.405 10.698 -3.047 -0.119
O 5.258 9.604 -2.729 -0.196
C 5.370 8.554 -3.767 -0.133
C 4.170 7.568 -3.781 -0.183
O 4.346 6.680 -2.677 -0.145
C 3.334 5.689 -2.644 -0.198
C 2.838 5.439 -1.192 -0.191
O 3.603 4.563 -0.376 -0.199
C 3.927 3.312 -0.993 -0.116
H 3.354 10.464 -3.303 0.082
H 4.734 11.150 -3.944 0.060
H 4.462 11.338 -2.149 0.099
H 6.253 7.976 -3.525 0.120
H 5.600 9.015 -4.697 0.102
H 4.273 6.913 -4.650 0.120
H 3.142 8.007 -3.807 0.130
H 3.712 4.720 -3.058 0.121
H 2.472 5.980 -3.268 0.120
H 1.810 5.058 -1.252 0.107
H 2.781 6.411 -0.647 0.137
H 4.192 2.661 -0.170 0.078
H 4.765 3.398 -1.686 0.080
H 3.022 2.941 -1.522 0.073
C -2.955 -2.985 -2.015 -0.144
O -3.819 -3.043 -3.098 -0.209
C -4.173 -1.798 -3.750 -0.152
C -5.437 -2.138 -4.497 -0.221
O -5.216 -3.089 -5.506 -0.124
C -6.429 -3.377 -6.212 -0.169
C -6.523 -2.569 -7.524 -0.210
O -6.777 -1.227 -7.197 -0.187
C -7.317 -0.576 -8.310 -0.121
H -2.018 -2.463 -2.316 0.088
H -2.724 -4.042 -1.839 0.083
H -3.469 -2.509 -1.102 0.111
H -3.345 -1.492 -4.375 0.129
H -4.368 -1.029 -3.042 0.098
H -5.856 -1.136 -4.898 0.146
H -6.241 -2.539 -3.923 0.110
H -7.345 -3.212 -5.582 0.137
H -6.352 -4.454 -6.398 0.125
H -7.358 -2.953 -8.108 0.120
H -5.571 -2.652 -8.031 0.128
H -6.892 0.427 -8.448 0.090
H -8.388 -0.470 -8.277 0.082
H -7.020 -1.140 -9.206 0.086
C 7.594 -4.880 2.598 -0.109
C 6.540 -4.365 3.528 -0.257
C 5.923 -3.010 3.171 -0.179
C 5.267 -2.942 1.892 -0.244
N 4.797 -2.937 0.867 0.170
H 7.951 -5.760 3.063 0.060
H 8.420 -4.239 2.456 0.061
H 7.239 -5.155 1.605 0.081
H 6.928 -4.298 4.596 0.134
H 5.775 -5.112 3.664 0.098
H 6.697 -2.213 3.165 0.137
H 5.148 -2.809 3.878 0.090
C 0.250 -6.241 0.248 -0.098
C 1.603 -6.491 -0.458 -0.270
C 2.631 -5.426 -0.145 -0.195
C 2.734 -5.277 1.304 -0.245
N 2.798 -5.173 2.433 0.190
H -0.063 -5.166 0.079 0.076
H 0.307 -6.477 1.342 0.082
H -0.546 -6.873 -0.100 0.057
H 1.438 -6.504 -1.520 0.098
H 1.997 -7.491 -0.292 0.110
H 2.198 -4.417 -0.576 0.152
H 3.536 -5.594 -0.678 0.102
C -3.890 -3.131 3.753 -0.089
C -4.156 -2.311 4.970 -0.269
C -2.899 -1.880 5.693 -0.172
C -2.231 -2.998 6.429 -0.193
N -1.634 -3.844 6.967 0.152
H -3.317 -2.539 3.078 0.064
H -4.753 -3.438 3.263 0.061
H -3.274 -3.933 4.028 0.059
H -4.891 -2.824 5.614 0.123
H -4.614 -1.377 4.714 0.103
H -3.029 -1.028 6.355 0.121
H -2.190 -1.574 4.950 0.103
C 0.713 2.845 2.901 -0.126
C 0.265 4.145 2.336 -0.242
C -0.746 4.791 3.303 -0.196
C -2.037 4.183 3.279 -0.249
N -3.101 3.746 3.366 0.147
H 1.407 2.322 2.206 0.059
H -0.117 2.129 3.011 0.084
H 1.260 2.914 3.856 0.073
H -0.199 3.973 1.421 0.078
H 1.102 4.826 2.242 0.115
H -0.877 5.826 3.073 0.109
H -0.369 4.843 4.348 0.136
C -0.480 -1.825 0.542 -0.108
C 0.635 -1.487 1.468 -0.272
C 1.861 -0.806 0.840 -0.159
C 1.496 0.465 0.130 -0.183
N 1.197 1.471 -0.375 0.173
H -0.192 -2.738 -0.069 0.082
H -0.732 -0.955 -0.116 0.087
H -1.343 -2.106 1.128 0.062
H 0.966 -2.380 1.971 0.094
H 0.265 -0.819 2.286 0.121
H 2.396 -1.435 0.116 0.104
H 2.605 -0.528 1.589 0.107
```

Output
**Largest force on an atom**: 3.29 eV/A
**Net charge**: 0
**SMILES**: COC(=O)OC.COC(=O)OC.COCCOCCOC.COCCOCCOC.CCCC#N.CCCC#N.CCCC#N.CCCC#N.CCCC#N
**Total energy**: -72636.1901 eV
**Lowest unoccupied orbital energy**: 0.537 eV
**HOMO-LUMO gap**: 9.74 eV